(1)
Computed, not measured: a 2-piece molecular cluster, C16H25F3O7S overall, with ωB97M-V with the def2-TZVPD basis set.

```
52
Properties=species:S:1:pos:R:3:forces:R:3:lowdin_charge:R:1
C -3.17082 -1.51948 -5.79310 0.227 -0.034 0.431 -0.072
C -3.22627 -2.34513 -4.51685 -0.470 0.138 -0.378 -0.291
O -2.57177 -1.62402 -3.49260 0.105 -0.139 0.099 -0.150
C -2.14377 -2.44792 -2.42364 -0.026 0.192 -0.283 -0.192
C -1.69233 -1.56822 -1.27798 0.039 -0.169 -0.155 -0.180
O -2.75310 -1.38502 -0.35807 0.284 -0.098 -0.046 -0.112
C -2.35904 -0.87794 0.89822 -0.274 0.072 0.716 -0.129
C -2.63102 0.61150 0.94489 0.259 0.100 -0.785 -0.231
O -2.88910 1.21543 2.22026 -0.567 0.074 -0.223 0.091
C -3.09586 2.52764 1.86220 0.359 -0.037 0.043 -0.548
O -3.75034 3.30108 2.47208 0.002 0.128 0.118 0.186
O -2.43689 2.80229 0.70091 -0.019 -0.103 -0.191 0.080
C -1.63520 1.61661 0.39772 -0.198 -0.043 0.977 -0.191
C -0.32921 1.75928 1.18304 0.670 -0.077 -0.709 -0.094
C 0.80600 2.32897 0.30401 -1.154 0.215 -0.525 -0.090
C 0.85886 3.83596 0.30519 -0.341 0.042 -0.852 -0.188
F 0.10872 4.50881 1.20394 1.065 -0.092 1.276 0.078
C 1.67358 4.54397 -0.49231 -0.255 -0.291 0.185 -0.306
F 1.69731 4.39278 -1.80698 0.996 -0.930 -0.206 0.135
F 2.59988 5.39898 -0.11627 -0.659 1.259 0.014 0.151
H -3.91131 -1.86468 -6.51300 0.087 -0.013 -0.064 0.074
H -3.37862 -0.48219 -5.52780 -0.083 -0.002 -0.131 0.078
H -2.16804 -1.56654 -6.21781 -0.075 0.050 -0.146 0.074
H -2.77694 -3.33413 -4.66786 0.129 0.053 0.063 0.117
H -4.27950 -2.50673 -4.24950 0.075 -0.060 0.189 0.120
H -1.29866 -3.06055 -2.76452 -0.047 -0.067 0.019 0.127
H -2.95515 -3.11251 -2.10760 0.057 0.011 0.158 0.134
H -1.36047 -0.61619 -1.71005 0.046 0.002 0.077 0.127
H -0.83649 -2.04741 -0.78601 -0.062 0.065 0.133 0.123
H -1.32245 -1.13882 1.13628 0.016 0.038 -0.038 0.124
H -3.00620 -1.34931 1.64256 0.095 -0.009 0.036 0.142
H -3.53134 0.76931 0.33785 -0.039 -0.332 -0.001 0.173
H -1.46569 1.45034 -0.66460 -0.243 0.611 -0.120 0.153
H 0.00813 0.80425 1.58852 -0.121 -0.002 0.004 0.103
H -0.46560 2.44855 2.01199 -0.161 -0.285 0.198 0.130
H 0.62366 2.00081 -0.72624 0.343 -0.104 -0.016 0.125
H 1.79297 1.98326 0.60954 -0.248 -0.035 0.031 0.073
O 2.09500 0.63524 2.96926 -0.075 0.106 -0.109 -0.308
S 3.25950 0.31641 2.18242 0.422 -0.258 0.173 0.664
O 3.81264 1.26582 1.24979 -0.126 0.103 0.022 -0.322
C 4.54663 -0.25796 3.28395 0.119 -0.213 0.122 -0.225
C 4.31375 -1.76233 3.38071 -0.087 -0.006 -0.056 -0.218
C 4.01097 -2.23421 1.95178 0.027 0.036 0.036 -0.211
C 2.98761 -1.25955 1.35477 0.055 -0.265 -0.081 -0.216
H 4.46014 0.26454 4.23346 -0.063 0.096 -0.055 0.110
H 5.50377 -0.03148 2.81506 -0.023 0.045 -0.028 0.109
H 5.17984 -2.27117 3.80025 -0.001 -0.002 0.005 0.116
H 3.45776 -1.96516 4.02768 0.013 0.018 0.025 0.120
H 4.92741 -2.21482 1.35936 0.001 0.022 -0.001 0.118
H 3.63218 -3.25481 1.93506 -0.002 -0.001 -0.010 0.114
H 3.12035 -1.11650 0.28514 -0.056 0.104 0.005 0.104
H 1.96451 -1.56706 1.56488 -0.017 0.085 0.054 0.099
```
Positions in Å, forces in eV/Å.

Output
**SMILES string**: CCOCCOC[C@H]1OC(=O)O[C@H]1CCC(F)=C(F)F.O=S1(=O)CCCC1
**Charge**: 0
**E**: -1848.994911 a.u.
**Energy relative to the best compared isomer or geometry (same formula, charge and spin)**: 0.00 kJ/mol
**Orbital gap**: 8.4563 eV


(2)
Computed, not measured: C36H41CoN5Se as an isolated structure, with ωB97M-V with the def2-TZVPD basis set.

```
84
Properties=species:S:1:pos:R:3:forces:R:3:mulliken_spin:R:1
Co 0.73470 0.06506 -0.07834 -4.924 -2.698 -0.778 2.493
N 1.11190 -2.91066 2.22254 -0.246 -0.795 0.842 0.040
N 0.83342 -1.97338 -1.25056 -0.153 -0.215 -1.932 -0.054
C 1.39522 1.83822 -0.71882 0.763 1.316 0.788 0.030
C 2.47023 0.92751 -0.41889 1.113 1.192 0.597 0.149
C 2.30715 0.48159 0.94327 1.648 2.570 1.433 -0.083
C 3.28030 -0.31145 1.75938 -0.143 -0.133 0.077 0.001
H 4.08769 -0.71324 1.13585 -0.102 0.038 0.124 0.000
H 2.76832 -1.15648 2.24387 0.268 0.205 -0.048 -0.003
H 3.73021 0.32810 2.53376 -0.041 -0.158 -0.149 0.000
C 1.16341 1.15669 1.49985 1.616 1.776 0.437 -0.004
C 0.85922 1.22436 2.95836 -0.280 -0.296 0.133 0.031
H 1.49707 1.96783 3.46489 -0.090 -0.157 -0.183 -0.003
H 1.03970 0.25113 3.43390 -0.050 0.313 0.021 0.008
H -0.18488 1.50456 3.13606 0.158 -0.112 0.050 -0.001
C 0.57020 1.95564 0.45352 1.679 1.420 0.776 0.155
C -0.59908 2.86201 0.61202 -0.350 0.018 0.134 -0.022
H -1.35423 2.39353 1.25518 0.094 0.148 -0.167 0.015
H -1.06673 3.06839 -0.35760 -0.018 0.007 0.171 -0.002
H -0.30757 3.82107 1.06362 0.001 -0.113 -0.100 0.002
C 3.67957 0.68091 -1.27066 -0.053 -0.150 -0.084 -0.012
H 4.47857 1.40141 -1.01678 -0.198 -0.261 -0.139 0.002
H 3.44727 0.80023 -2.33890 0.092 -0.042 0.228 0.003
H 4.08032 -0.33276 -1.11695 -0.082 0.245 -0.101 0.003
C 1.24132 2.65070 -1.96484 -0.105 -0.168 -0.168 -0.016
H 0.17952 2.84495 -2.16796 0.249 0.032 -0.057 0.001
H 1.65385 2.12484 -2.83707 -0.097 0.217 0.147 0.003
H 1.75576 3.62171 -1.86893 -0.141 -0.236 -0.065 0.005
C 0.52144 -3.70025 3.13469 -0.644 0.165 -0.586 -0.020
H 1.05748 -3.82218 4.07949 -0.240 0.032 -0.168 0.000
C -0.73107 -4.28711 2.91648 0.419 -0.094 0.566 0.039
H -1.21666 -4.82155 3.72783 0.062 0.003 -0.134 0.008
C -1.33322 -4.16551 1.66317 0.506 0.256 -0.578 0.005
H -2.29688 -4.62518 1.44474 0.211 0.056 0.136 0.008
C -0.66352 -3.45629 0.67079 -0.250 -0.530 0.551 0.006
H -1.02496 -3.40978 -0.35508 -0.084 0.145 0.388 0.019
C 0.52677 -2.79280 1.01974 0.930 0.345 -0.715 -0.010
C 1.25844 -1.90548 0.11314 -0.017 -2.143 0.436 0.068
H 2.34412 -2.04931 0.22031 -0.426 0.060 -0.226 0.017
C 0.48270 -0.77137 -1.77892 0.255 -1.501 -0.731 0.064
C 1.01387 -2.91351 -2.24608 0.014 0.257 0.110 -0.003
H 1.27032 -3.92316 -2.01079 0.081 -0.342 -0.099 0.004
C 0.79905 -2.27407 -3.41172 0.136 -0.124 -0.229 0.009
H 0.80065 -2.62744 -4.41797 0.039 -0.152 -0.332 0.000
N 0.52001 -0.94018 -3.11344 -0.209 -0.344 -0.188 -0.036
C 0.31367 0.10079 -4.06936 -0.069 0.007 -0.154 0.007
C 1.31798 0.39621 -5.00762 -0.593 0.377 0.134 0.008
C 1.09188 1.47051 -5.87669 -0.291 -0.126 0.166 0.001
H 1.86298 1.73420 -6.60071 -0.119 -0.028 0.136 0.000
C -0.09260 2.20834 -5.83874 -0.055 -0.252 0.270 0.000
C -0.33056 3.34377 -6.78756 -0.024 0.191 -0.172 0.000
H -0.87479 4.15306 -6.28656 0.134 -0.100 -0.157 0.000
H -0.93185 3.01991 -7.64787 0.116 0.074 0.137 0.000
H 0.61944 3.73310 -7.16471 -0.159 0.037 -0.002 0.000
C -1.07963 1.86728 -4.91202 0.341 -0.358 0.103 0.001
H -2.02094 2.41751 -4.88296 0.219 -0.051 -0.022 0.001
C -0.89439 0.81288 -4.01327 0.309 0.030 -0.412 -0.020
C -1.97178 0.44841 -3.03922 -0.475 0.256 0.156 0.020
H -2.11009 -0.63899 -2.95814 0.125 0.332 0.117 0.005
H -2.91768 0.88856 -3.38598 0.174 -0.148 0.130 -0.002
H -1.77165 0.85814 -2.03369 -0.027 -0.328 -0.292 -0.008
C 2.61443 -0.35492 -5.09347 0.468 0.005 -0.137 0.001
H 2.50662 -1.29272 -5.66054 0.030 0.208 0.259 0.000
H 3.04342 -0.58635 -4.10815 -0.245 -0.029 -0.256 -0.001
H 3.34328 0.26649 -5.63669 -0.178 -0.235 0.171 0.000
C -4.19435 0.82992 2.77320 0.365 -0.325 0.163 0.048
N -3.10669 0.03698 3.33130 -0.489 -0.095 0.811 -0.090
C -2.04431 -0.47367 2.63731 0.704 0.036 -0.604 0.464
Se -1.69825 -0.45632 0.77596 -1.317 -0.009 0.164 0.090
N -1.24044 -1.06806 3.57024 -0.460 -0.085 0.510 -0.040
C -1.76788 -0.92086 4.85172 0.904 0.067 -1.392 -0.052
C -1.15051 -1.12981 6.07845 0.603 -0.606 0.332 0.323
C -1.82238 -0.63114 7.20587 -1.432 0.861 0.523 -0.006
C -3.02507 0.10314 7.07046 1.324 -0.806 0.970 0.020
C -3.58935 0.35570 5.80548 -0.917 0.348 -0.288 0.313
C -2.95124 -0.21698 4.70862 0.096 0.663 -1.179 -0.113
H -5.15629 0.39787 3.07841 0.178 0.083 -0.104 0.003
H -4.09786 0.81629 1.68153 -0.027 0.016 0.282 0.013
H -4.14281 1.86319 3.14632 0.035 -0.168 -0.071 -0.036
H -0.33727 -1.48354 3.34834 -0.539 0.167 -0.018 0.021
H -0.19342 -1.64872 6.13299 -0.250 0.140 0.085 0.033
H -1.40614 -0.79113 8.20733 -0.175 0.092 -0.387 0.012
H -3.50880 0.49787 7.96991 0.192 -0.134 -0.317 0.015
H -4.46565 0.98579 5.66437 0.132 -0.157 0.157 0.050
```
Positions in Å, forces in eV/Å.

Output
**2S+1**: 5
**Charge**: -1
**⟨S²⟩**: 6.054
**E**: -5454.291446 a.u.
**Energy relative to the best compared isomer or geometry (same formula, charge and spin)**: 0.00 kJ/mol
**Orbital gap (spin up / spin down)**: 2.6370 / 6.2598 eV


(3)
Computed, not measured: a 2-piece molecular cluster, C3H9NO overall, with ωB97M-V with the def2-TZVPD basis set.

```
14
Properties=species:S:1:pos:R:3:forces:R:3:lowdin_charge:R:1
C 0.81401 0.47925 -0.62413 -0.034 -0.421 -0.226 -0.166
C -0.97580 -1.25509 1.91455 -0.077 -0.131 0.084 -0.295
C 0.35513 1.75954 -1.21254 -0.023 0.016 -0.082 -0.042
N 0.82688 -0.66345 -1.26305 -0.145 0.466 0.132 0.103
O -0.46180 -0.93323 0.66942 0.114 0.111 -0.052 -0.384
H 1.28720 0.48983 0.34524 -0.041 -0.043 0.020 0.125
H 0.32588 -0.69870 -2.14280 0.053 0.066 0.046 0.116
H 0.53043 -1.39047 -0.53172 0.024 0.017 0.137 0.108
H -1.25445 -2.32295 1.97544 0.031 0.104 0.000 0.059
H -1.89456 -0.68859 2.15194 0.098 -0.025 -0.038 0.055
H -0.26630 -1.07744 2.74629 -0.052 0.011 -0.105 0.055
H -0.35693 2.22409 -0.52682 0.050 -0.062 -0.010 0.095
H 1.19530 2.45296 -1.31938 -0.034 -0.082 0.038 0.089
H -0.12500 1.62425 -2.18246 0.036 -0.027 0.057 0.082
```
Positions in Å, forces in eV/Å.

Output
**Charge**: 0
**E**: -249.593990 a.u.
**Energy relative to the best compared isomer or geometry (same formula, charge and spin)**: 314.28 kJ/mol
**Orbital gap**: 8.3990 eV


(4)
Computed, not measured: a 2-piece molecular cluster, CH2FNO2 overall, with ωB97M-V with the def2-TZVPD basis set.

```
7
Properties=species:S:1:pos:R:3:forces:R:3:lowdin_charge:R:1
C -0.46162 -0.88398 0.10639 1.545 2.231 1.089 0.040
N 0.49822 1.13440 -0.23029 -2.205 -4.126 -0.041 -0.328
O 0.22088 1.52792 -1.31345 0.377 1.222 -0.492 0.052
O 1.16771 1.50834 0.66015 0.624 0.768 0.351 0.089
F 0.34422 -1.27899 1.09539 -0.292 -0.183 -0.286 -0.018
H -1.42102 -0.55760 0.47989 -0.146 0.020 -0.211 0.082
H -0.34838 -1.45008 -0.79807 0.096 0.066 -0.409 0.082
```
Positions in Å, forces in eV/Å.

Output
**Charge**: 0
**E**: -344.221210 a.u.
**Energy relative to the best compared isomer or geometry (same formula, charge and spin)**: 334.07 kJ/mol
**Orbital gap (spin up / spin down)**: 8.5968 / 9.1467 eV


(5)
Computed, not measured: an isolated ion of composition C7H16N3 and charge +1, with ωB97M-V with the def2-TZVPD basis set.

```
26
Properties=species:S:1:pos:R:3:forces:R:3:lowdin_charge:R:1
C 2.86355 -0.05475 0.33588 -1.846 3.250 -2.656 -0.033
C 1.33223 -0.16320 0.14412 1.999 -0.263 -0.988 -0.591
C 1.08782 0.35353 -1.27868 -2.046 0.429 -0.852 -0.071
C 0.95573 -1.61807 0.18061 -4.159 2.041 3.285 -0.039
C 0.65024 0.66917 1.26818 2.759 1.343 -0.784 -0.108
C -0.14307 1.68668 0.63745 -3.169 0.925 -0.497 -0.172
N -1.29763 1.55724 0.11724 -1.340 0.762 -1.083 0.062
N -1.97316 0.32214 0.15332 2.958 0.476 2.425 0.054
C -3.06799 0.20084 -0.52683 1.459 3.413 -0.146 -0.168
N -3.79328 -0.81879 -0.51318 -4.417 -4.242 -1.387 0.197
H 3.17008 0.94080 -0.12554 -0.133 -0.955 1.050 0.125
H 3.40624 -0.74073 -0.20327 1.016 -1.955 -1.313 0.063
H 3.09221 -0.12203 1.31453 1.060 -0.063 3.325 0.048
H 0.03848 0.10447 -1.65609 1.010 0.259 0.652 0.086
H 1.06729 1.49758 -1.23390 0.863 -1.631 -0.945 0.104
H 1.71250 -0.20199 -2.04088 -0.107 1.269 0.985 0.119
H 1.39454 -2.12459 1.00889 0.051 -0.387 0.963 0.088
H 1.26898 -2.09536 -0.63726 0.895 -1.854 -3.459 0.042
H -0.24175 -1.63204 0.27559 2.528 -0.677 -0.347 0.112
H 0.13979 -0.01301 1.88643 -0.652 -0.478 1.273 0.105
H 1.40964 1.32467 1.78334 -0.502 -1.496 0.192 0.152
H 0.08948 2.74926 0.53883 0.812 -0.375 0.261 0.148
H -1.58723 -0.22779 0.97031 -1.360 -0.266 -1.576 0.175
H -3.36137 1.08231 -1.11434 0.187 -0.300 0.319 0.182
H -3.50136 -1.74388 -0.27323 0.682 -0.246 0.820 0.139
H -4.71194 -0.93247 -1.01153 1.452 1.021 0.486 0.182
```
Positions in Å, forces in eV/Å.

Output
**SMILES string**: CC(C)(C)C/C=N\NC=[NH2+]
**Charge**: +1
**E**: -440.248717 a.u.
**Energy relative to the best compared isomer or geometry (same formula, charge and spin)**: 349.30 kJ/mol
**Orbital gap**: 10.4047 eV


(6)
Computed, not measured: a 2-piece molecular cluster, C3H5N3 overall, with ωB97M-V with the def2-TZVPD basis set.

```
11
Properties=species:S:1:pos:R:3:forces:R:3:lowdin_charge:R:1
C -1.65875 -0.36904 -0.11309 -0.266 -0.069 -0.017 -0.144
N -0.27560 0.05825 -0.02457 0.269 -0.208 0.008 -0.045
C 1.54602 1.77615 0.13906 0.716 -0.572 0.043 -0.023
N 2.47286 1.07921 0.20227 -0.813 0.615 -0.057 0.069
N 1.93858 -0.94210 0.11091 -0.623 -0.027 -0.040 0.182
C 0.68052 -0.77710 0.02708 0.304 0.423 0.025 -0.507
H -1.80995 -1.18858 -0.82851 0.030 0.119 0.092 0.072
H -2.26424 0.47687 -0.45113 0.097 -0.139 0.055 0.067
H -2.05142 -0.68692 0.86166 0.052 0.054 -0.130 0.073
H 0.76081 2.50028 0.08411 0.116 -0.090 0.016 0.071
H 0.66119 -1.92703 -0.00778 0.119 -0.107 0.007 0.184
```
Positions in Å, forces in eV/Å.

Output
**Charge**: 0
**E**: -281.404491 a.u.
**Energy relative to the best compared isomer or geometry (same formula, charge and spin)**: 487.18 kJ/mol
**Orbital gap**: 8.4206 eV


Please write out number 4 again, unchanged.
Computed, not measured: a 2-piece molecular cluster, CH2FNO2 overall, with ωB97M-V with the def2-TZVPD basis set.

```
7
Properties=species:S:1:pos:R:3:forces:R:3:lowdin_charge:R:1
C -0.46162 -0.88398 0.10639 1.545 2.231 1.089 0.040
N 0.49822 1.13440 -0.23029 -2.205 -4.126 -0.041 -0.328
O 0.22088 1.52792 -1.31345 0.377 1.222 -0.492 0.052
O 1.16771 1.50834 0.66015 0.624 0.768 0.351 0.089
F 0.34422 -1.27899 1.09539 -0.292 -0.183 -0.286 -0.018
H -1.42102 -0.55760 0.47989 -0.146 0.020 -0.211 0.082
H -0.34838 -1.45008 -0.79807 0.096 0.066 -0.409 0.082
```
Positions in Å, forces in eV/Å.

Output
**Charge**: 0
**E**: -344.221210 a.u.
**Energy relative to the best compared isomer or geometry (same formula, charge and spin)**: 334.07 kJ/mol
**Orbital gap (spin up / spin down)**: 8.5968 / 9.1467 eV


Please write out number 4 again, unchanged.
Computed, not measured: a 2-piece molecular cluster, CH2FNO2 overall, with ωB97M-V with the def2-TZVPD basis set.

```
7
Properties=species:S:1:pos:R:3:forces:R:3:lowdin_charge:R:1
C -0.46162 -0.88398 0.10639 1.545 2.231 1.089 0.040
N 0.49822 1.13440 -0.23029 -2.205 -4.126 -0.041 -0.328
O 0.22088 1.52792 -1.31345 0.377 1.222 -0.492 0.052
O 1.16771 1.50834 0.66015 0.624 0.768 0.351 0.089
F 0.34422 -1.27899 1.09539 -0.292 -0.183 -0.286 -0.018
H -1.42102 -0.55760 0.47989 -0.146 0.020 -0.211 0.082
H -0.34838 -1.45008 -0.79807 0.096 0.066 -0.409 0.082
```
Positions in Å, forces in eV/Å.

Output
**Charge**: 0
**E**: -344.221210 a.u.
**Energy relative to the best compared isomer or geometry (same formula, charge and spin)**: 334.07 kJ/mol
**Orbital gap (spin up / spin down)**: 8.5968 / 9.1467 eV